Record 1
Here is a structure of composition C44H66MgN2O2S2Si2 from OMol25. Energies are from ωB97M-V with the def2-TZVPD basis set.

The value obtained for the electronic energy is -96651.778 eV. The net charge is -2. As for the frontier orbital gap: 5.67 eV. For the LUMO energy, the calculation gives 4.29 eV. As for the energy above the lowest of the compared OMol25 structures with the same formula, charge and spin: 0.275 eV.

Cartesian coordinates (Å):
Mg1 -0.94 -0.54 -0.20
C1 0.31 0.93 -3.35
N1 -0.89 1.61 -2.88
C2 -2.08 1.16 -3.61
C3 -2.98 0.14 -2.90
N2 -2.36 -1.08 -2.37
C4 -3.37 -1.84 -1.63
C5 -1.69 -1.94 -3.31
C6 -2.03 -1.97 -4.66
C7 -1.40 -2.83 -5.54
C8 -0.41 -3.69 -5.07
C9 -0.07 -3.68 -3.73
C10 -0.69 -2.81 -2.82
S1 -0.21 -2.81 -1.14
C11 -0.75 3.00 -2.59
C12 0.49 3.60 -2.85
C13 0.77 4.93 -2.54
C14 -0.22 5.70 -1.96
C15 -1.44 5.12 -1.67
C16 -1.77 3.78 -1.95
S2 -3.35 3.21 -1.43
H1 0.63 1.30 -4.34
H2 0.10 -0.13 -3.45
H3 1.13 1.04 -2.64
H4 -1.75 0.76 -4.57
H5 -2.72 2.02 -3.80
H6 -3.81 -0.11 -3.59
H7 -3.41 0.67 -2.06
H8 -2.89 -2.67 -1.10
H9 -4.14 -2.25 -2.30
H10 -3.85 -1.18 -0.91
H11 -2.80 -1.31 -5.03
H12 -1.68 -2.83 -6.59
H13 0.10 -4.36 -5.75
H14 0.70 -4.34 -3.35
H15 1.28 3.03 -3.31
H16 1.75 5.33 -2.75
H17 -0.04 6.74 -1.71
H18 -2.21 5.70 -1.17
O1 -0.34 1.47 -0.13
H19 0.64 1.16 -0.28
H20 -0.54 2.05 -0.89
C17 3.40 -1.65 -2.50
C18 3.97 -1.44 -1.09
C19 3.60 -2.69 -0.27
C20 5.50 -1.32 -1.14
Si1 3.15 0.08 -0.25
O2 1.58 0.08 -0.41
C21 3.66 -0.06 1.58
C22 2.77 -0.72 2.44
C23 3.07 -0.94 3.78
C24 4.28 -0.49 4.30
C25 5.18 0.17 3.47
C26 4.87 0.38 2.13
C27 4.00 1.68 -0.87
C28 4.11 2.77 0.00
C29 4.70 3.97 -0.40
C30 5.19 4.10 -1.69
C31 5.07 3.04 -2.58
C32 4.48 1.86 -2.17
H21 3.83 -2.55 -2.96
H22 3.61 -0.81 -3.17
H23 2.31 -1.77 -2.45
H24 4.02 -3.59 -0.74
H25 2.51 -2.81 -0.21
H26 3.99 -2.63 0.75
H27 5.93 -2.24 -1.58
H28 5.92 -1.20 -0.14
H29 5.82 -0.48 -1.75
H30 1.82 -1.06 2.03
H31 2.36 -1.45 4.42
H32 4.52 -0.66 5.34
H33 6.12 0.52 3.87
H34 5.58 0.90 1.50
H35 3.74 2.68 1.02
H36 4.78 4.80 0.30
H37 5.64 5.04 -2.01
H38 5.44 3.14 -3.59
H39 4.39 1.05 -2.89
C33 -4.43 0.81 0.96
C34 -4.21 -0.33 1.97
C35 -4.97 -1.56 1.44
C36 -4.88 0.07 3.29
Si2 -2.27 -0.68 2.09
C37 -1.50 0.68 3.30
C38 -1.80 0.50 4.79
C39 -1.96 2.08 2.88
C40 0.04 0.68 3.14
C41 -2.05 -2.43 2.98
C42 -0.58 -2.61 3.38
C43 -2.92 -2.66 4.22
C44 -2.36 -3.56 1.98
H40 -5.51 0.96 0.79
H41 -3.98 0.60 -0.01
H42 -4.02 1.76 1.30
H43 -6.00 -1.26 1.18
H44 -5.03 -2.35 2.19
H45 -4.51 -1.98 0.54
H46 -5.97 0.17 3.14
H47 -4.51 1.02 3.67
H48 -4.73 -0.69 4.07
H49 -2.87 0.45 5.00
H50 -1.38 1.35 5.36
H51 -1.34 -0.41 5.19
H52 -3.01 2.26 3.11
H53 -1.80 2.26 1.81
H54 -1.38 2.84 3.43
H55 0.48 -0.29 3.40
H56 0.48 1.43 3.81
H57 0.34 0.93 2.12
H58 -0.30 -1.95 4.21
H59 0.10 -2.41 2.54
H60 -0.41 -3.64 3.71
H61 -2.83 -1.85 4.95
H62 -2.63 -3.60 4.72
H63 -3.98 -2.75 3.96
H64 -1.74 -3.50 1.09
H65 -3.40 -3.55 1.66
H66 -2.17 -4.54 2.46


Record 2
Here is a structure of composition C35H49KN13O3S at a distorted geometry from OMol25. Energies are from ωB97M-V with the def2-TZVPD basis set.

The value obtained for the electronic energy is -89762.642 eV. The net charge is -1. As for the frontier orbital gap: 6.39 eV. For the LUMO energy, the calculation gives 2.28 eV.

Cartesian coordinates (Å):
K1 -1.09 0.38 -0.19
N1 2.48 -4.00 -2.48
C1 2.16 -3.36 -1.27
S1 1.27 -4.28 -0.11
N2 2.58 -2.13 -1.24
N3 2.67 -1.12 -0.39
C2 3.66 -1.01 0.42
C3 4.71 -2.05 0.64
C4 6.06 -1.71 0.53
C5 7.05 -2.66 0.70
C6 6.71 -3.98 0.99
C7 5.38 -4.33 1.10
C8 4.38 -3.37 0.93
C9 3.83 0.33 1.06
C10 4.43 0.47 2.32
C11 4.64 1.73 2.84
C12 4.27 2.85 2.10
C13 3.67 2.63 0.88
N4 3.45 1.41 0.36
H1 1.82 -4.72 -2.71
H2 2.67 -3.35 -3.23
H3 6.33 -0.68 0.29
H4 8.10 -2.37 0.61
H5 7.49 -4.73 1.12
H6 5.10 -5.36 1.32
H7 3.33 -3.66 1.00
H8 4.72 -0.42 2.87
H9 5.10 1.85 3.82
H10 4.41 3.85 2.48
H11 3.33 3.46 0.27
O1 1.70 0.66 -2.60
C14 2.41 1.87 -2.61
C15 1.67 3.02 -1.97
C16 2.01 4.33 -2.29
C17 1.34 5.38 -1.68
C18 0.33 5.09 -0.77
C19 0.05 3.76 -0.51
N5 0.71 2.74 -1.09
H12 1.87 0.22 -1.75
H13 2.60 2.13 -3.65
H14 3.37 1.77 -2.11
H15 2.79 4.52 -3.02
H16 1.58 6.40 -1.93
H17 -0.22 5.88 -0.28
H18 -0.76 3.48 0.17
C20 -1.42 3.84 3.28
C21 -1.42 2.51 2.58
N6 -0.37 1.81 2.41
O2 0.74 2.42 2.96
C22 -2.66 1.90 2.00
C23 -3.62 1.17 2.89
N7 -2.74 1.92 0.71
O3 -3.73 1.27 0.15
H19 -0.52 4.40 3.03
H20 -1.43 3.72 4.37
H21 -2.30 4.41 2.99
H22 1.45 1.86 2.63
H23 -3.15 0.93 3.86
H24 -3.92 0.24 2.40
H25 -4.53 1.74 3.08
C24 -4.89 -1.31 -3.28
N8 -3.96 -0.42 -3.98
C25 -4.57 0.63 -4.80
C26 -3.45 1.67 -4.92
N9 -2.70 1.42 -3.72
C27 -1.47 2.14 -3.47
C28 -2.87 0.12 -3.28
N10 -2.10 -0.41 -2.43
C29 -2.22 -1.78 -1.94
C30 -2.95 -1.87 -0.57
N11 -1.95 -1.92 0.49
C31 -2.12 -2.23 1.70
N12 -1.05 -2.31 2.58
C32 0.24 -1.75 2.24
C33 -1.53 -2.28 3.95
C34 -2.92 -2.88 3.80
N13 -3.28 -2.50 2.44
C35 -4.39 -3.22 1.84
H26 -5.89 -1.16 -3.70
H27 -4.93 -1.10 -2.21
H28 -4.64 -2.36 -3.42
H29 -5.44 1.07 -4.30
H30 -4.88 0.24 -5.76
H31 -3.84 2.69 -4.95
H32 -2.85 1.50 -5.83
H33 -1.69 3.20 -3.32
H34 -0.75 2.03 -4.29
H35 -1.01 1.74 -2.56
H36 -1.21 -2.16 -1.78
H37 -2.69 -2.45 -2.66
H38 -3.60 -2.75 -0.59
H39 -3.58 -0.97 -0.44
H40 0.44 -1.97 1.20
H41 1.01 -2.25 2.83
H42 0.30 -0.67 2.42
H43 -1.58 -1.26 4.35
H44 -0.88 -2.87 4.60
H45 -3.63 -2.48 4.51
H46 -2.88 -3.97 3.91
H47 -5.13 -3.41 2.62
H48 -4.08 -4.18 1.42
H49 -4.87 -2.63 1.06


Record 3
Here is a cluster of 2 separate species, C5H9N2 in total at a distorted geometry from OMol25. Energies are from ωB97M-V with the def2-TZVPD basis set.

The value obtained for the electronic energy is -8298.636 eV. The net charge is +1. As for the frontier orbital gap (spin up / spin down): 11.76 / 5.25 eV. For the LUMO energy (spin up / spin down), the calculation gives -4.21 / -8.03 eV. As for the energy above the lowest of the compared OMol25 structures with the same formula, charge and spin: 7.096 eV.

Cartesian coordinates (Å):
C1 -3.97 0.59 0.20
C2 2.28 -0.45 0.01
C3 1.55 0.76 0.52
C4 1.30 -1.30 -0.81
C5 0.06 0.31 0.31
N1 0.04 -0.64 -0.50
N2 -2.79 0.36 0.12
H1 -4.90 0.56 -0.49
H2 -4.28 0.99 1.13
H3 3.10 -0.16 -0.69
H4 2.61 -1.02 0.83
H5 1.63 1.16 1.54
H6 1.73 1.66 -0.19
H7 1.24 -1.32 -1.97
H8 1.19 -2.39 -0.49
H9 -0.78 0.88 0.48


> Which value of electronic energy does entry 3 give?

-8298.636 eV